[1]
Below is a 2-piece molecular cluster, C3H6N4 overall in a non-equilibrium geometry, with properties calculated with ωB97M-V/def2-TZVPD.

Each line ends with the Mulliken charge.
CARTESIAN COORDINATES (ANGSTROEM)
C (-0.84677, -1.52075, -1.05640)  0.30
C (-2.15530, -1.02862, -1.43611)  -0.68
C (2.20559, 0.57085, 1.19464)  -0.50
N (-0.83003, 2.10538, 0.79677)  -0.64
N (0.14464, -1.60440, -0.55505)  -0.40
N (0.23126, 1.78060, 0.77975)  1.01
N (1.37554, 1.62385, 0.71640)  -0.60
H (-2.56850, -0.37979, -0.58143)  0.24
H (-2.09016, -0.50748, -2.33409)  0.27
H (-2.71973, -2.03883, -1.60596)  0.25
H (3.18634, 0.56284, 0.84175)  0.25
H (2.32539, 0.76472, 2.30062)  0.24
H (1.74173, -0.32837, 0.93910)  0.26

For the highest occupied orbital energy, the calculation gives -9.250 eV. The LUMO energy is 0.80 eV. The total charge is 0. As for the energy above the lowest of the compared OMol25 structures with the same formula, charge and spin: 82.1 kcal/mol. The calculation puts the HOMO-LUMO gap at 0.369 hartree.

[2]
Below is the molecule C3H6N4 in a non-equilibrium geometry, with properties calculated with ωB97M-V/def2-TZVPD.

Each line ends with the Mulliken charge.
CARTESIAN COORDINATES (ANGSTROEM)
C (1.10909, -0.17827, -1.79551)  -0.43
C (-0.92316, -0.35124, 1.08683)  0.40
C (-2.09105, 0.29984, 0.54565)  -0.76
N (0.04701, -0.04524, 1.72011)  0.32
N (1.29495, 0.04757, 1.71879)  -0.96
N (1.81893, -0.08318, 0.43429)  0.06
N (0.90915, 0.03672, -0.56496)  -0.25
H (1.95676, -0.53000, -2.25970)  0.31
H (0.38585, 0.16108, -2.53671)  0.22
H (-2.44882, 0.89028, 1.38154)  0.30
H (-2.88127, -0.39376, 0.14565)  0.26
H (-1.73823, 0.93885, -0.24964)  0.25
H (2.56080, -0.79264, 0.37367)  0.27

For the highest occupied orbital energy, the calculation gives -7.407 eV. The LUMO energy is 0.91 eV. The total charge is 0. As for the energy above the lowest of the compared OMol25 structures with the same formula, charge and spin: 137.8 kcal/mol. The calculation puts the HOMO-LUMO gap at 0.306 hartree.

[3]
Below is the molecule C3H6N4 in a non-equilibrium geometry, with properties calculated with ωB97M-V/def2-TZVPD.

Each line ends with the Mulliken charge.
CARTESIAN COORDINATES (ANGSTROEM)
C (-1.49408, 0.04975, -0.26810)  0.59
C (-2.83012, -0.19595, 0.11991)  -0.93
C (2.68890, 0.16715, 0.13017)  -0.67
N (-0.61124, 0.62164, -0.87327)  0.20
N (0.68010, -1.08113, 0.56588)  -0.77
N (0.69433, 0.68257, -0.93606)  -0.95
N (1.27949, -0.21930, -0.03126)  0.85
H (-2.84975, -0.95040, 0.98649)  0.29
H (-3.34906, 0.60047, 0.65704)  0.30
H (-3.24709, -0.53963, -0.76229)  0.27
H (3.42365, -0.56443, -0.28248)  0.25
H (2.70659, 1.05519, -0.54709)  0.34
H (2.90830, 0.37407, 1.24105)  0.23

For the highest occupied orbital energy, the calculation gives -8.202 eV. The LUMO energy is 0.41 eV. The total charge is 0. As for the energy above the lowest of the compared OMol25 structures with the same formula, charge and spin: 142.6 kcal/mol. The calculation puts the HOMO-LUMO gap at 0.317 hartree.

[4]
Below is C3H6N4O as an isolated structure in a non-equilibrium geometry, with properties calculated with ωB97M-V/def2-TZVPD.

Each line ends with the Mulliken charge.
CARTESIAN COORDINATES (ANGSTROEM)
C (1.21232, 0.16574, 0.19263)  0.37
C (-0.57807, 1.81263, 0.14326)  0.19
C (-1.68812, -1.25976, 0.03006)  -0.31
H (1.41699, -1.48177, -0.64989)  0.40
H (1.65496, 0.11203, -1.74307)  0.28
H (0.69314, -0.17485, 2.05579)  0.26
H (-0.42724, 2.97158, 0.27734)  0.31
H (-1.22565, -2.27531, -0.34845)  0.23
H (-2.70742, -0.93736, 0.33756)  0.35
N (2.10559, -0.31475, -0.86101)  -0.62
N (1.16841, -0.71421, 1.15040)  -0.56
N (-1.40422, 0.95363, -0.17947)  -0.54
N (-1.01780, -0.28901, -0.48138)  0.02
O (0.79711, 1.43141, 0.07624)  -0.36

For the highest occupied orbital energy, the calculation gives -9.057 eV. The LUMO energy is 0.06 eV. The total charge is 0. As for the energy above the lowest of the compared OMol25 structures with the same formula, charge and spin: 151.8 kcal/mol. The calculation puts the HOMO-LUMO gap at 0.335 hartree.

[5]
Below is a 2-piece molecular cluster, C3H6N4O overall in a non-equilibrium geometry, with properties calculated with ωB97M-V/def2-TZVPD.

Each line ends with the Mulliken charge.
CARTESIAN COORDINATES (ANGSTROEM)
C (-1.41248, -1.89024, -0.00409)  -0.16
C (-0.68591, -0.71678, -0.30747)  0.55
C (-0.83873, 1.38976, 0.60358)  -0.75
N (3.72446, -0.39238, 0.05442)  -0.46
N (2.92259, 0.29144, -0.36413)  0.79
N (2.30246, 1.18922, -0.80097)  -0.76
N (-0.28274, 0.49219, -0.38625)  -0.51
O (-0.32657, -1.78416, -0.94537)  -0.40
H (-1.16178, -2.60746, 0.79241)  0.20
H (-2.40018, -2.25885, -0.44958)  0.18
H (-1.47278, 0.94765, 1.43294)  0.32
H (-0.03316, 2.04464, 0.99710)  0.25
H (-1.59672, 2.03998, -0.05466)  0.24
H (1.26155, 1.25496, -0.56792)  0.52

For the highest occupied orbital energy, the calculation gives -9.153 eV. The LUMO energy is 0.60 eV. The total charge is 0. As for the energy above the lowest of the compared OMol25 structures with the same formula, charge and spin: 126.5 kcal/mol. The calculation puts the HOMO-LUMO gap at 0.359 hartree.

[6]
Below is C3H6N4O as an isolated structure in a non-equilibrium geometry, with properties calculated with ωB97M-V/def2-TZVPD.

Each line ends with the Mulliken charge.
CARTESIAN COORDINATES (ANGSTROEM)
C (1.89359, -0.37828, 0.39481)  -0.45
C (0.37294, -0.33361, 0.26816)  0.63
C (-2.15048, 0.00007, -0.21461)  -0.02
H (3.86483, -0.19224, -1.20895)  0.32
H (2.33972, -0.40586, 1.30465)  0.33
H (2.12982, -1.36028, -0.05400)  0.28
H (-3.21454, 0.00570, -0.44482)  0.39
H (-2.01120, 1.69494, 0.84225)  0.35
H (0.49732, 1.81751, 0.34444)  0.34
N (-0.26956, -1.38434, -0.10360)  -0.40
N (-1.61113, -1.11379, -0.04976)  -0.36
N (-1.44029, 1.30614, -0.32998)  -0.47
N (-0.23246, 0.93107, 0.50329)  -0.33
O (2.57148, 0.56720, -0.45168)  -0.61

For the highest occupied orbital energy, the calculation gives -8.637 eV. The LUMO energy is -1.79 eV. The total charge is 0. As for the energy above the lowest of the compared OMol25 structures with the same formula, charge and spin: 230.0 kcal/mol. The calculation puts the HOMO-LUMO gap at 0.252 hartree.

[7]
Below is the molecule C3H6N4O in a non-equilibrium geometry, with properties calculated with ωB97M-V/def2-TZVPD.

Each line ends with the Mulliken charge.
CARTESIAN COORDINATES (ANGSTROEM)
C (-0.13046, -0.22686, 1.19659)  0.65
C (0.14457, 0.87085, 0.20191)  0.29
C (-0.03940, -0.21896, -2.11200)  0.17
H (-0.54520, -2.21916, 1.77168)  0.25
H (-1.02198, -1.78899, -0.07493)  0.28
H (0.72020, 1.96408, 1.64204)  0.30
H (0.21382, 1.76516, -1.56071)  0.31
H (0.35802, 0.32535, -3.05423)  0.23
H (-0.06976, -2.05983, -2.68928)  0.21
N (-0.58868, -1.48941, 0.97751)  -0.46
N (0.54147, 1.98007, 0.59813)  -0.73
N (-0.01813, 0.80678, -1.19197)  -0.24
N (-0.12769, -1.45891, -1.90007)  -0.61
O (0.23098, 0.07419, 2.35765)  -0.67

For the highest occupied orbital energy, the calculation gives -9.626 eV. The LUMO energy is 0.54 eV. The SMILES is [H]/N=C/N/C(=N/[H])C(N)=O. The total charge is 0. As for the energy above the lowest of the compared OMol25 structures with the same formula, charge and spin: 36.6 kcal/mol. The calculation puts the HOMO-LUMO gap at 0.373 hartree.

[8]
Below is a 2-piece molecular cluster, C3H6N4O3 overall in a non-equilibrium geometry, with properties calculated with ωB97M-V/def2-TZVPD.

Each line ends with the Mulliken charge.
CARTESIAN COORDINATES (ANGSTROEM)
C (-1.72766, -0.60538, -1.41142)  -0.81
N (-0.91688, 0.06692, -0.40744)  -0.36
C (0.15315, -0.59484, 0.16972)  0.43
O (0.47390, -1.74921, -0.08519)  -0.54
C (0.62415, 0.02800, 1.45695)  0.69
N (-0.03799, 0.85984, 2.20029)  -0.24
O (0.80308, 1.18619, 3.17880)  -0.03
N (1.98616, 0.53254, 2.99274)  -0.13
N (1.88405, -0.17382, 1.96598)  -0.18
H (-1.10954, -0.81157, -2.29289)  0.25
H (-2.13353, -1.54788, -1.01992)  0.28
H (-2.55117, 0.05778, -1.69343)  0.34
H (-1.38927, 0.77537, 0.14425)  0.29
H (0.55200, 1.02513, -1.60165)  0.35
O (1.60196, 0.87815, -1.55189)  -0.67
H (1.78760, 0.07279, -2.04490)  0.32

For the highest occupied orbital energy, the calculation gives -10.614 eV. The LUMO energy is -0.11 eV. The SMILES is CNC(=O)c1nnon1.O. The total charge is 0. As for the energy above the lowest of the compared OMol25 structures with the same formula, charge and spin: 68.3 kcal/mol. The calculation puts the HOMO-LUMO gap at 0.386 hartree.

[9]
Below is the molecule C3H6N4O3 in a non-equilibrium geometry, with properties calculated with ωB97M-V/def2-TZVPD.

Each line ends with the Mulliken charge.
CARTESIAN COORDINATES (ANGSTROEM)
C (-2.29070, 0.02473, -0.04602)  -0.87
N (-0.90812, 0.41142, -0.36147)  -0.27
C (0.17645, -0.54347, 0.31210)  0.70
O (-0.13228, -0.96322, 1.45821)  -0.73
C (1.48997, 0.23480, 0.25356)  0.29
N (1.64482, 1.49901, 0.01930)  -0.22
O (2.96066, 1.71526, 0.15743)  -0.04
N (3.57919, 0.53684, 0.42600)  -0.14
N (2.71133, -0.36385, 0.46770)  -0.20
H (-2.46689, -0.98267, -0.43630)  0.29
H (-2.42266, 0.04626, 1.03950)  0.34
H (-2.97504, 0.73228, -0.52442)  0.34
H (-0.74958, 1.38843, -0.11450)  0.37
H (-0.70465, 0.17230, -1.41866)  0.42
O (0.22539, -1.55205, -0.81068)  -0.61
H (-0.13789, -2.35606, -0.42174)  0.35

For the highest occupied orbital energy, the calculation gives -9.582 eV. The LUMO energy is 0.34 eV. The SMILES is C[NH2+][C@@]([O-])(O)c1nnon1. The total charge is 0. As for the energy above the lowest of the compared OMol25 structures with the same formula, charge and spin: 85.8 kcal/mol. The calculation puts the HOMO-LUMO gap at 0.365 hartree.

Copy entry 7 word for word.
Below is the molecule C3H6N4O in a non-equilibrium geometry, with properties calculated with ωB97M-V/def2-TZVPD.

Each line ends with the Mulliken charge.
CARTESIAN COORDINATES (ANGSTROEM)
C (-0.13046, -0.22686, 1.19659)  0.65
C (0.14457, 0.87085, 0.20191)  0.29
C (-0.03940, -0.21896, -2.11200)  0.17
H (-0.54520, -2.21916, 1.77168)  0.25
H (-1.02198, -1.78899, -0.07493)  0.28
H (0.72020, 1.96408, 1.64204)  0.30
H (0.21382, 1.76516, -1.56071)  0.31
H (0.35802, 0.32535, -3.05423)  0.23
H (-0.06976, -2.05983, -2.68928)  0.21
N (-0.58868, -1.48941, 0.97751)  -0.46
N (0.54147, 1.98007, 0.59813)  -0.73
N (-0.01813, 0.80678, -1.19197)  -0.24
N (-0.12769, -1.45891, -1.90007)  -0.61
O (0.23098, 0.07419, 2.35765)  -0.67

For the highest occupied orbital energy, the calculation gives -9.626 eV. The LUMO energy is 0.54 eV. The SMILES is [H]/N=C/N/C(=N/[H])C(N)=O. The total charge is 0. As for the energy above the lowest of the compared OMol25 structures with the same formula, charge and spin: 36.6 kcal/mol. The calculation puts the HOMO-LUMO gap at 0.373 hartree.

> The lowest energy above the lowest of the compared OMol25 structures with the same formula, charge and spin belongs to which entry?

number 7

> The lowest energy above the lowest of the compared OMol25 structures with the same formula, charge and spin belongs to which entry?

number 7